No. 1
DFT (ωB97M-V with the def2-TZVPD basis set) results for 12 unconnected molecules or ions with the total composition C23H66F3O14S12 at a distorted geometry.

Computed properties:
total charge = -1
energy above the lowest of the compared OMol25 structures with the same formula, charge and spin = 500.5 kJ/mol
HOMO energy = -5.74 eV

Element x y z (Å)
C: 0.8594 -0.4631 0.5088
F: 1.6454 -1.5371 0.3248
F: -0.3576 -1.0611 0.6588
F: 1.1174 -0.0961 1.7478
S: 0.9694 0.7479 -0.8492
O: 0.4624 0.0449 -1.9812
O: 0.1224 1.8479 -0.5682
O: 2.3564 1.1089 -0.8432
C: 2.8884 -2.8371 2.5638
S: 2.0784 -4.3161 3.2088
O: 1.9274 -3.9931 4.7188
C: 0.5024 -4.0631 2.4558
H: 2.2544 -2.0371 2.6978
H: 2.8044 -2.9451 1.4698
H: 3.9844 -2.7531 2.8528
H: 0.1014 -3.1891 2.9608
H: -0.1766 -4.8951 2.7808
H: 0.4694 -4.2141 1.4588
C: -3.5376 -4.9271 -1.7142
S: -2.9656 -5.4351 -0.1152
O: -1.9036 -6.5021 -0.4042
C: -2.1076 -3.9291 0.3318
H: -4.3686 -4.2101 -1.5812
H: -3.9406 -5.7471 -2.3312
H: -2.8466 -4.4691 -2.3782
H: -1.1576 -3.7561 -0.1672
H: -1.9276 -4.1861 1.4218
H: -2.7616 -3.1421 0.1828
C: 3.5204 -2.4741 -1.7972
S: 4.1474 -0.9431 -1.9592
O: 5.6004 -1.0081 -2.4232
C: 3.3864 -0.4461 -3.5512
H: 3.8214 -2.9151 -0.9062
H: 3.9924 -3.1581 -2.5142
H: 2.4564 -2.4861 -1.9052
H: 3.9024 0.5239 -3.6412
H: 2.3204 -0.3521 -3.5362
H: 3.5454 -1.0811 -4.4202
C: 0.4914 -2.4231 -4.0252
S: -0.1066 -3.9071 -4.8002
O: -0.5376 -3.4531 -6.1772
C: 1.3834 -4.7741 -4.9192
H: 1.5374 -2.2481 -4.3112
H: 0.3284 -2.3151 -2.9122
H: -0.0406 -1.5861 -4.4152
H: 2.0264 -4.6391 -4.0152
H: 2.0904 -4.5221 -5.7652
H: 1.2314 -5.8331 -5.0932
C: 4.5754 3.1709 -1.7012
S: 5.4454 4.6649 -1.6222
O: 6.3134 4.8209 -2.8472
C: 4.2094 5.9229 -1.8212
H: 4.1914 3.0519 -2.6952
H: 3.8474 3.1579 -0.9012
H: 5.2324 2.4019 -1.3722
H: 4.7194 6.8579 -1.8102
H: 3.7014 6.1019 -0.8972
H: 3.3704 5.7299 -2.5292
C: -4.6066 -0.8011 3.3328
S: -4.1806 -2.4801 3.5088
O: -4.6616 -3.2041 2.2048
C: -2.4366 -2.4521 3.2858
H: -5.6166 -0.6201 3.1558
H: -4.0716 -0.3131 2.5358
H: -4.2286 -0.3581 4.2878
H: -2.1066 -2.1021 2.1818
H: -2.0276 -3.4251 3.4368
H: -2.0126 -1.8131 4.0958
C: -2.1636 2.2449 1.7768
S: -3.0416 3.4969 0.8538
O: -3.4326 2.8299 -0.4782
C: -4.5356 3.0559 1.7578
H: -2.0636 2.3109 2.8838
H: -1.0966 2.2809 1.5968
H: -2.4886 1.1789 1.6308
H: -4.7906 1.9539 1.6958
H: -5.4676 3.6279 1.6268
H: -4.5126 3.1539 2.9078
C: 0.9964 2.6119 -3.5952
S: 1.1824 4.1479 -2.8252
O: 1.4984 5.1629 -3.9582
C: -0.4856 4.6509 -2.4852
H: 0.9544 2.6119 -4.7362
H: 0.0084 2.3179 -3.2592
H: 1.8504 1.9799 -3.2332
H: -0.7836 4.1829 -1.5232
H: -1.1776 4.3729 -3.2502
H: -0.4916 5.7369 -2.2672
C: 0.5514 -0.2271 5.0558
S: 0.3744 0.9099 6.3718
O: 0.8094 2.2229 5.6978
C: -1.3766 0.9529 6.4768
H: 1.6104 -0.4711 4.9868
H: 0.3094 0.2499 4.1448
H: -0.1466 -1.0621 5.1198
H: -1.7456 1.5069 5.6178
H: -1.6866 1.5019 7.3718
H: -1.9426 -0.0301 6.6528
C: 0.7534 4.7059 1.0068
S: 2.1394 3.5809 1.2528
O: 3.4704 4.2789 1.2568
C: 1.8944 2.9939 2.9178
H: -0.1566 4.1629 0.9408
H: 0.8354 5.2149 0.0448
H: 0.6754 5.2609 1.9108
H: 1.7794 3.8929 3.4758
H: 2.6954 2.2729 3.2258
H: 0.9544 2.4479 3.0228
C: -3.9866 -0.8251 -1.0792
S: -2.3596 -0.9051 -1.8342
O: -2.2316 -2.3361 -2.4582
C: -2.8546 0.0649 -3.2082
H: -4.1216 0.2149 -0.7292
H: -4.0236 -1.4871 -0.1622
H: -4.6176 -1.1881 -1.7502
H: -3.5956 -0.4591 -3.7872
H: -2.1186 0.2409 -3.9032
H: -3.0956 1.0879 -2.9142

Löwdin population analysis, charges in e, atoms 1 to 5: atom 1 (C): -0.61, atom 2 (F): 0.08, atom 3 (F): 0.06, atom 4 (F): 0.13, atom 5 (S): 0.35

No. 2
DFT (ωB97M-V with the def2-TZVPD basis set) results for a gas-phase ion, C4H5N4S (charge +1) at a distorted geometry.

Computed properties:
⟨S²⟩ = 2.011
total charge = +1
2S+1 = 3
energy above the lowest of the compared OMol25 structures with the same formula, charge and spin = 0.0 kJ/mol
HOMO energy (alpha / beta) = -9.13 / -13.98 eV

Element x y z (Å)
C: 1.3298 -0.5919 -0.8305
C: 0.7235 -0.6308 0.3972
C: -0.4662 0.6612 -1.0761
C: -2.0659 1.4071 0.4649
N: -1.2015 0.8058 1.1355
N: -0.2882 0.2567 0.2598
N: 0.5238 0.0802 -1.7090
N: 1.0890 -1.2035 1.5517
S: -1.9369 1.5618 -1.2712
H: 2.1816 -0.9938 -1.3090
H: -2.8090 1.8958 1.0421
H: 0.7301 -0.0248 -2.6641
H: 1.6171 -2.0397 1.4831
H: 0.5727 -1.1841 2.5254

Löwdin population analysis, charges in e, atoms 1 to 5: atom 1 (C): 0.08, atom 2 (C): -0.23, atom 3 (C): -0.55, atom 4 (C): -0.42, atom 5 (N): 0.09

No. 3
DFT (ωB97M-V with the def2-TZVPD basis set) results for 2 unconnected molecules or ions with the total composition C2H6N4S at a distorted geometry.

Computed properties:
SMILES string = Cc1nn[nH]n1.S
energy above the lowest of the compared OMol25 structures with the same formula, charge and spin = 150.5 kJ/mol
HOMO energy = -9.64 eV

Element x y z (Å)
C: 0.0428 -0.3409 -1.9567
C: -0.6122 -0.6986 -0.6565
N: -0.0598 -1.3919 0.3586
N: -0.9122 -1.4726 1.3050
N: -1.9757 -0.7246 0.9002
N: -1.7706 -0.1989 -0.2990
H: 0.1222 -1.1753 -2.6116
H: 1.0010 0.2075 -1.8369
H: -0.6504 0.3563 -2.4807
H: -2.8203 -0.6752 1.4987
S: 0.9050 1.4913 1.7794
H: 2.1198 1.2269 2.0690
H: 1.2103 2.5830 1.0063

Löwdin population analysis, charges in e, atoms 1 to 5: atom 1 (C): -0.03, atom 2 (C): -0.47, atom 3 (N): 0.02, atom 4 (N): 0.00, atom 5 (N): -0.05

No. 4
DFT (ωB97M-V with the def2-TZVPD basis set) results for a molecular structure, C4H7F3I2O9P2Tl at a distorted geometry.

Computed properties:
total charge = +1
energy above the lowest of the compared OMol25 structures with the same formula, charge and spin = 0.0 kJ/mol
HOMO energy = -12.30 eV

Element x y z (Å)
Tl: 2.1176 -2.4781 -1.5840
C: 1.3823 1.8900 0.9540
C: 0.2019 0.9720 1.1640
O: -0.6220 1.4943 2.1252
P: 0.7149 -0.7493 1.6418
O: 1.3371 -0.4407 3.0525
O: -0.6977 -1.4221 1.9098
O: 1.5850 -1.5547 0.7550
P: -0.2124 0.8439 -1.5646
O: -0.2527 2.2976 -2.0983
O: -0.6360 0.8286 -0.0484
O: 0.9891 0.1162 -1.9510
H: 1.9964 1.8681 1.8523
H: 1.0243 2.9076 0.8001
H: 1.9688 1.5687 0.0954
H: -1.3810 0.9142 2.2831
H: 1.8115 -1.1584 3.4980
H: -0.8142 -2.3106 1.5444
H: -1.0190 2.8516 -1.8841
I: 4.7168 -0.3041 -1.0301
I: 6.7503 -2.0302 -1.0528
F: -4.2157 -2.0082 -1.7645
C: -3.6198 -0.8888 -1.3936
F: -3.7448 -0.7559 -0.0599
F: -4.2039 0.1485 -1.9781
C: -2.0942 -0.9316 -1.6812
O: -1.6384 0.2307 -2.1688
O: -1.4439 -1.8994 -1.4158

Löwdin population analysis, charges in e, atoms 1 to 5: atom 1 (Tl): 0.85, atom 2 (C): 0.01, atom 3 (C): -0.58, atom 4 (O): 0.07, atom 5 (P): 0.51

What did the third record say?
DFT (ωB97M-V with the def2-TZVPD basis set) results for 2 unconnected molecules or ions with the total composition C2H6N4S at a distorted geometry.

Computed properties:
SMILES string = Cc1nn[nH]n1.S
energy above the lowest of the compared OMol25 structures with the same formula, charge and spin = 150.5 kJ/mol
HOMO energy = -9.64 eV

Element x y z (Å)
C: 0.0428 -0.3409 -1.9567
C: -0.6122 -0.6986 -0.6565
N: -0.0598 -1.3919 0.3586
N: -0.9122 -1.4726 1.3050
N: -1.9757 -0.7246 0.9002
N: -1.7706 -0.1989 -0.2990
H: 0.1222 -1.1753 -2.6116
H: 1.0010 0.2075 -1.8369
H: -0.6504 0.3563 -2.4807
H: -2.8203 -0.6752 1.4987
S: 0.9050 1.4913 1.7794
H: 2.1198 1.2269 2.0690
H: 1.2103 2.5830 1.0063

Löwdin population analysis, charges in e, atoms 1 to 5: atom 1 (C): -0.03, atom 2 (C): -0.47, atom 3 (N): 0.02, atom 4 (N): 0.00, atom 5 (N): -0.05